Entry 1:
This record from the OMol25 dataset describes a cluster of 2 separate species, C2H8ClNOSi in total. The level of theory is wB97M-V/def2-TZVPD.

Output
Net charge ... 0
ΔE to the lowest compared entry with this formula, charge and spin ... 83.4 kJ/mol

```
14
Properties=species:S:1:pos:R:3:forces:R:3:lowdin_charge:R:1
H -2.02301 -1.86980 -0.27454 0.05 0.07 0.04 0.089
H -2.01046 -0.75053 -1.66805 0.05 0.08 0.19 0.100
H 1.51801 0.90179 -1.45871 -0.17 0.06 -0.19 -0.090
O -0.90298 1.11068 -0.51823 -0.04 0.45 -0.36 -0.140
C -1.44744 -1.11955 -0.81173 -0.04 -0.45 -0.56 0.000
H 1.29903 1.44512 0.95144 -0.21 0.16 0.12 -0.099
Cl 3.00308 -0.67870 0.31481 0.40 -0.87 0.24 0.162
C -1.08629 -0.17118 1.32880 0.07 -0.06 0.55 0.049
H -0.51714 -1.56156 -1.17177 -0.01 0.12 0.04 0.099
Si 2.15882 1.10171 -0.16932 0.04 0.47 -0.20 0.179
H 3.24823 2.07402 -0.29892 0.10 0.18 0.01 -0.105
N -1.13217 0.01690 0.05507 -0.18 -0.28 0.40 -0.409
H -1.25811 -1.14835 1.74099 -0.11 -0.16 -0.16 0.082
H -0.84957 0.64946 1.98017 0.05 0.24 -0.11 0.082
```
Positions in Å, forces in eV/Å.

Entry 2:
This record from the OMol25 dataset describes a structure of composition C16H20Br27N2O. The level of theory is wB97M-V/def2-TZVPD.

Output
Net charge ... +1

```
66
Properties=species:S:1:pos:R:3:forces:R:3:lowdin_charge:R:1
C 3.49720 6.17059 -0.12275 0.00 -0.07 -0.04 -0.123
Br -0.59546 -8.94856 -3.64384 0.10 -0.13 -0.19 0.570
C -6.13182 -7.79878 -1.51364 0.15 0.05 0.01 -1.635
H -7.61342 2.19087 -2.89447 -0.02 0.00 0.01 -0.026
Br -3.67788 0.70970 0.48153 0.08 0.00 -0.01 0.516
H 5.53362 5.10045 1.35833 0.19 0.06 0.00 0.071
C -0.48564 -9.76515 -1.91035 -0.30 -0.38 -0.72 -1.733
C 1.19939 5.58043 -0.95055 0.05 -0.15 0.42 0.062
Br 0.60142 -2.10721 -3.29776 -0.01 0.04 -0.10 0.576
Br 2.21475 -2.19589 -0.55484 0.07 0.04 -0.03 0.553
H -6.90902 -8.19506 -0.87711 -0.01 0.01 0.02 -0.026
Br -5.61968 -6.07611 -0.82202 -0.16 0.16 0.06 0.541
H 1.40018 5.98783 -1.93232 -0.08 -0.04 -0.03 0.164
Br -0.26223 0.90334 -1.10025 0.11 0.05 0.11 0.500
Br 1.64437 -4.87141 -2.16067 0.09 -0.10 -0.05 0.594
Br 1.24803 -10.51398 -1.57371 0.01 -0.18 -0.17 0.579
H -1.78092 -7.18762 1.14306 -0.02 -0.01 0.03 -0.013
Br -6.84573 -7.66021 -3.28965 -0.01 -0.02 -0.01 0.588
H 3.40251 7.16433 -0.56317 0.04 0.05 0.12 0.133
Br -5.77473 3.22605 -1.61567 -0.07 0.03 0.07 0.528
Br -1.78615 -6.62105 -1.25611 0.02 0.24 0.08 0.583
H 3.87121 4.28649 -1.14364 0.00 0.01 0.00 0.121
C 0.40548 4.49938 1.37598 0.10 0.12 -0.35 -0.079
Br -4.62425 -8.98524 -1.43519 -0.13 -0.22 -0.08 0.530
C -6.68568 2.64666 -3.20790 0.01 0.02 -0.03 -1.636
Br -2.23432 2.89810 -2.54110 -0.10 0.14 -0.07 0.565
C 2.12556 5.60845 0.10262 -0.07 0.14 -0.42 -0.159
H -0.64808 4.97917 -1.52595 -0.13 -0.18 0.00 0.115
H 4.36505 5.71572 -2.05321 -0.01 -0.10 -0.06 0.120
H 3.97630 6.28362 0.84907 -0.01 0.09 0.01 0.112
Br -6.50697 1.34313 1.80654 0.02 0.01 0.01 0.571
H 2.66891 -0.52918 2.52495 0.00 0.02 -0.04 -0.028
N 0.01355 5.02720 -0.75353 0.05 -0.09 0.00 0.067
Br -5.25817 -1.57008 2.01932 0.00 -0.05 0.02 0.590
C 4.34041 5.26985 -1.05788 -0.10 -0.09 0.07 -0.156
Br -0.33690 -5.18708 1.18299 0.04 0.12 0.05 0.581
C 5.23603 1.51983 7.24413 0.01 -0.01 0.01 -1.645
C -5.41242 0.01534 0.95063 -0.03 0.01 0.00 -1.648
N -0.43027 4.46408 0.35654 0.17 0.23 0.03 0.135
C 1.76281 -0.38014 3.09483 0.08 -0.08 0.01 -1.626
H -1.40179 0.69639 -3.28242 -0.01 0.00 -0.03 -0.026
Br 6.07142 -0.10772 6.67266 0.01 -0.03 -0.02 0.584
Br 0.73206 -1.98847 2.98917 -0.09 -0.09 0.13 0.574
H -5.90224 -0.26072 0.02810 0.00 0.01 -0.02 -0.029
C -0.91076 1.52607 -2.79180 0.05 -0.05 0.01 -1.613
Br 5.09207 2.78395 5.79769 0.00 0.04 -0.02 0.538
H 6.23438 4.32695 -1.26297 0.04 0.04 0.01 0.126
H 0.04726 4.05777 2.29540 -0.06 -0.02 -0.03 0.109
Br -5.67395 1.29879 -4.13454 0.01 -0.05 -0.02 0.567
H 0.07098 -3.25838 -1.17220 -0.01 0.02 0.02 -0.057
C 5.77649 5.05458 -0.59343 0.15 0.03 -0.10 -0.259
Br 0.36802 -8.19976 0.45669 0.54 0.91 1.36 0.688
H 5.87081 1.97141 7.99204 0.01 0.00 0.02 -0.029
Br 0.51821 2.11602 -3.93702 0.02 0.02 0.03 0.581
H -0.64340 -8.98277 -1.18082 -0.16 -0.44 -0.61 -0.243
H 6.36295 5.97582 -0.67868 -0.07 0.05 0.12 0.126
Br -1.88155 -11.06321 -1.65291 0.05 -0.11 0.03 0.570
Br 0.80933 1.07722 2.25598 -0.03 0.11 -0.07 0.544
O 5.87734 4.48980 0.70001 -0.23 -0.10 -0.03 -0.050
C -0.99942 -6.85159 0.47710 -0.10 0.11 0.15 -1.535
Br 2.26840 0.05757 4.88809 -0.02 0.00 0.03 0.585
Br -7.12217 4.12153 -4.35227 0.01 0.02 -0.02 0.596
Br 3.53106 1.18787 8.06867 -0.03 0.02 0.00 0.560
C 1.68956 5.06129 1.28401 -0.11 -0.19 0.27 0.070
C 0.99695 -3.13020 -1.71627 -0.11 -0.04 0.06 -1.649
H 2.33096 5.04192 2.15643 0.01 0.00 -0.02 0.140
```
Positions in Å, forces in eV/Å.

Entry 3:
This record from the OMol25 dataset describes the molecule C4H8O. The level of theory is wB97M-V/def2-TZVPD.

Output
Net charge ... 0
ΔE to the lowest compared entry with this formula, charge and spin ... 269.1 kJ/mol

```
13
Properties=species:S:1:pos:R:3:forces:R:3:lowdin_charge:R:1
C 0.89770 0.50417 0.04321 -2.46 -2.39 -0.12 -0.177
H 2.58481 -0.81814 -0.72519 -0.92 1.56 0.97 0.093
C 0.03374 -0.59570 0.06158 2.79 0.55 -0.77 -0.186
C 2.33281 0.09225 -0.04385 2.94 0.19 -1.49 -0.174
H -3.08544 0.25927 -0.55788 2.86 1.03 1.21 0.128
H 0.63358 -1.59931 -0.05060 -1.99 1.67 0.23 0.150
H -2.18998 1.10043 0.99935 0.64 -1.45 -2.52 0.125
O -1.32512 -0.69305 0.03673 0.92 -0.05 0.62 -0.180
H 0.58857 1.52735 0.26994 0.18 -0.36 -0.29 0.087
H 3.16586 0.88332 -0.38399 -2.23 -1.38 0.87 0.110
H -1.26156 1.21906 -0.77992 -2.47 -1.30 1.67 0.121
C -1.99994 0.53533 -0.06324 -1.04 1.93 -0.85 -0.144
H 2.57922 -0.24383 0.94825 0.78 0.00 0.47 0.048
```
Positions in Å, forces in eV/Å.

Entry 4:
This record from the OMol25 dataset describes the molecule C21H16ClN3O4. The level of theory is wB97M-V/def2-TZVPD.

Output
Net charge ... 0
ΔE to the lowest compared entry with this formula, charge and spin ... 0.0 kJ/mol

```
45
Properties=species:S:1:pos:R:3:forces:R:3:lowdin_charge:R:1
C -4.69637 0.17003 -0.76550 -0.14 -0.12 -0.07 -0.132
C -1.59254 1.10819 0.85352 0.31 0.13 -0.15 -0.157
H -7.57170 0.06136 1.02484 -0.05 0.02 0.07 0.105
C 4.25306 -1.34408 0.66140 0.19 -0.08 -0.15 -0.024
C -1.27192 2.22466 1.60119 -0.33 -0.37 -0.24 0.016
C 0.05154 2.52692 1.86547 0.45 -0.17 -0.09 -0.036
N 4.65807 1.51503 1.41606 0.40 0.88 0.64 0.060
C 3.92303 -2.45201 -0.10321 -0.09 0.08 0.37 -0.150
C 5.84672 -0.79121 -1.03293 -0.13 0.09 0.28 0.006
H -2.06909 2.85238 1.96758 -0.10 0.05 0.01 0.124
H 2.67386 2.92343 2.20090 0.05 -0.04 -0.01 0.129
H -5.25843 0.90916 1.15483 0.02 0.01 0.07 0.120
H 1.54314 -0.02762 0.24134 0.04 -0.13 -0.09 0.100
C 2.45264 2.01970 1.62179 0.90 0.19 0.19 -0.082
H -6.73613 -1.56133 -2.84243 0.00 -0.05 -0.08 0.104
C -5.59300 0.36895 0.28315 0.06 -0.03 -0.08 -0.011
H 4.93620 2.36156 1.92221 -0.01 -0.33 -0.19 0.167
C 1.06204 1.71081 1.36463 -0.86 -0.08 -0.09 -0.205
C 0.73412 0.57943 0.61166 -0.15 -0.04 -0.03 0.055
C -6.88728 -0.10611 0.20749 -0.06 0.02 0.01 -0.071
C 5.23173 -0.48187 0.17606 0.05 -0.45 -0.28 -0.136
H 0.59228 -2.14077 -0.18359 -0.01 0.02 -0.03 0.089
H 0.57385 -1.10537 -1.63934 -0.01 0.00 0.03 0.106
H 0.29806 3.39981 2.45021 0.04 0.10 0.07 0.109
O -2.64020 1.07104 -1.59976 -0.19 0.02 0.42 0.115
C -0.58687 0.25755 0.35399 -0.14 0.06 0.14 -0.191
C -3.31627 0.71316 -0.67498 0.15 0.28 -0.72 -0.437
C -7.30298 -0.79846 -0.91965 0.06 0.03 0.04 -0.072
H -0.61213 -2.42259 -1.46772 0.09 0.03 0.03 0.099
H 3.76928 -1.16247 1.60738 -0.07 -0.02 0.03 0.110
O -2.92272 0.79825 0.61704 0.21 -0.06 0.53 0.080
C -6.42532 -1.01654 -1.96522 0.09 0.03 -0.03 -0.100
H 3.16818 -3.15324 0.22969 -0.06 0.00 0.13 0.102
C 5.66866 0.73683 0.91553 -0.02 0.07 0.00 -0.424
C 5.42780 -1.92365 -1.71414 0.20 0.19 -0.08 -0.139
O -1.01021 -0.83104 -0.32828 -0.18 0.33 0.31 -0.064
H 6.62444 -0.15402 -1.42344 0.08 0.04 -0.05 0.118
H 5.86737 -2.19855 -2.66373 0.09 0.07 -0.07 0.106
O 6.82692 1.05670 1.06866 0.02 -0.04 -0.07 0.088
N 4.48400 -2.73293 -1.26647 -0.12 -0.39 -0.32 0.060
H -8.31336 -1.17295 -0.98437 -0.08 -0.04 -0.01 0.107
C -5.12653 -0.53169 -1.89424 -0.07 0.16 0.31 -0.586
Cl -4.05636 -0.84685 -3.20042 0.00 -0.23 -0.36 0.758
N 3.36891 1.25270 1.18499 -0.82 -0.07 -0.23 0.039
C -0.04652 -1.66231 -0.93219 0.18 -0.18 -0.14 -0.055
```
Positions in Å, forces in eV/Å.

Entry 5:
This record from the OMol25 dataset describes a cluster of 2 separate species, C3H4INO in total. The level of theory is wB97M-V/def2-TZVPD.

Output
Net charge ... 0
ΔE to the lowest compared entry with this formula, charge and spin ... 66.7 kJ/mol

```
10
Properties=species:S:1:pos:R:3:forces:R:3:lowdin_charge:R:1
C -1.82459 -0.26245 0.58632 -0.70 1.04 -0.08 -0.760
C -1.18457 0.64019 -0.12012 1.01 -0.83 -0.29 -0.141
I -1.98475 -2.20030 -0.01452 0.29 -0.93 0.08 0.809
H 1.55987 -1.35616 -0.43697 -0.59 -3.35 0.50 0.034
O 3.30222 1.18939 0.16195 -0.51 -0.99 -0.07 0.149
N 1.74340 -0.43831 -0.54662 0.62 2.93 -0.51 0.212
H -1.29855 1.67660 -0.07584 -0.45 1.54 0.92 0.042
C 2.58255 0.30701 -0.12746 0.68 1.31 0.07 -0.371
H -0.37624 0.39588 -0.76888 0.02 -0.56 -0.86 0.007
H -2.51934 0.04816 1.34214 -0.37 -0.16 0.23 0.018
```
Positions in Å, forces in eV/Å.

Entry 6:
This record from the OMol25 dataset describes the molecule C4H3NO2. The level of theory is wB97M-V/def2-TZVPD.

Output
Net charge ... 0
ΔE to the lowest compared entry with this formula, charge and spin ... 180.3 kJ/mol

```
10
Properties=species:S:1:pos:R:3:forces:R:3:lowdin_charge:R:1
C -0.10383 1.23607 -0.44163 0.78 0.21 2.38 -0.516
O -0.39425 -1.44062 0.13176 3.99 -0.53 0.60 0.027
H -2.19806 -1.28873 -0.24483 -1.88 0.14 0.19 0.132
O -0.04336 2.32115 -0.94973 0.80 0.12 -0.50 0.093
C -1.38000 -0.64613 -0.08269 -0.27 2.92 -0.94 -0.196
H 1.95998 1.14158 0.36913 -1.21 -1.58 0.27 0.147
C 1.01767 0.50330 0.28110 0.62 1.58 -2.03 0.033
N -1.31382 0.63889 -0.23307 -2.47 -2.39 -0.61 0.169
C 0.85033 -0.81356 0.36809 1.48 -2.88 1.89 -0.067
H 1.60533 -1.65194 0.80186 -1.86 2.40 -1.26 0.179
```
Positions in Å, forces in eV/Å.

no.,orbital gap (eV),E_HOMO (hartree),strongest force on any atom (eV/Å)
1,9.8,-0.33392,0.99
2,6.7,-0.41507,1.73
3,9.5,-0.31089,3.43
4,8.5,-0.31264,1.16
5,9.7,-0.33693,3.44
6,10.5,-0.36661,4.07